No. 1
Formula: C3H5NS
Source: the OMol25 dataset
Level of theory: ωB97M-V with the def2-TZVPD basis set

```
10
Properties=species:S:1:pos:R:3:forces:R:3:lowdin_charge:R:1
C -1.840 -0.359 -0.081 -0.463 1.416 1.537 0.042
C -0.520 -0.508 0.015 -2.820 -0.176 -0.994 -0.202
C 0.205 0.679 -0.060 0.871 1.584 0.822 -0.371
N 1.448 0.851 0.034 0.579 0.985 -0.514 -0.387
S 2.389 -0.498 -0.035 2.061 -0.421 0.118 0.728
H -2.524 -1.159 0.107 -0.364 -0.371 -0.362 0.055
H -2.227 0.698 0.033 0.146 -1.404 -0.659 0.087
H -0.125 -1.461 0.077 1.087 -1.664 0.122 0.060
H -0.395 1.566 -0.046 -0.234 0.661 -0.120 0.103
H 3.588 0.190 -0.044 -0.864 -0.609 0.050 -0.115
```
Positions in Å, forces in eV/Å.

**HOMO-LUMO gap**: 0.32794 hartree
**HOMO energy**: -8.57 eV
**Structure (SMILES)**: C=C/C=N\S
**Largest force on an atom**: 2.995 eV/A



No. 2
Formula: C36H77MgN6O16
Source: the OMol25 dataset
Level of theory: ωB97M-V with the def2-TZVPD basis set

```
136
Properties=species:S:1:pos:R:3:forces:R:3:lowdin_charge:R:1
Mg 1.017 3.457 0.402 -0.310 -1.358 -0.560 1.007
C -0.285 0.136 -1.013 0.224 -0.642 -1.017 0.045
C 0.452 1.327 -0.492 -2.171 -1.277 -0.701 -0.733
O 0.498 1.517 0.720 0.604 -0.058 4.028 -0.043
O 0.747 2.275 -1.220 1.155 2.146 -2.842 -0.054
H -1.214 0.018 -0.455 0.122 -0.079 0.026 0.076
H 0.269 -0.803 -1.001 0.165 0.012 0.517 0.075
H -0.507 0.252 -2.073 -0.161 0.272 0.056 0.092
C 2.179 -5.776 -1.996 -0.546 -0.559 0.102 -0.329
O 2.332 -6.485 -1.003 0.221 0.864 -0.963 0.001
N 1.176 -4.901 -2.196 0.856 -0.177 0.785 -0.200
C 0.929 -4.248 -3.436 -0.878 0.361 -0.825 -0.062
C 0.159 -4.707 -1.214 -0.123 -0.016 1.132 -0.046
H 2.751 -5.780 -2.936 0.776 -0.500 0.310 0.136
H 0.066 -4.757 -3.864 -0.345 0.392 -0.321 0.098
H 1.675 -4.245 -4.230 0.604 -0.421 0.577 0.096
H 0.687 -3.204 -3.237 -0.205 0.039 -0.075 0.078
H -0.818 -4.976 -1.614 -0.078 0.116 0.105 0.090
H 0.393 -5.280 -0.317 -0.025 -0.376 -0.332 0.067
H 0.147 -3.684 -0.839 -0.197 0.344 -0.448 0.075
C -2.910 -2.878 -0.452 -1.853 -1.190 0.685 -0.339
O -2.373 -2.776 -1.530 0.694 0.630 -0.358 -0.005
N -3.704 -3.942 -0.109 0.576 0.046 0.601 -0.166
C -4.225 -4.096 1.240 -1.016 0.095 0.606 -0.065
C -3.840 -5.076 -1.000 0.013 -0.112 -0.064 -0.048
H -2.992 -2.140 0.361 0.607 0.381 -0.098 0.120
H -4.006 -5.027 1.763 0.605 -0.391 -0.566 0.081
H -5.315 -4.088 1.219 -0.197 0.119 -0.175 0.089
H -3.950 -3.335 1.970 0.358 0.409 -0.583 0.063
H -3.148 -5.865 -0.704 0.284 -0.065 -0.201 0.081
H -4.825 -5.537 -0.945 -0.202 0.353 0.139 0.090
H -3.664 -4.750 -2.025 0.142 -0.115 0.134 0.090
C 0.639 2.351 -4.750 -0.895 1.064 -1.497 -0.322
O 0.394 1.694 -5.748 0.878 -0.317 0.637 0.022
N 1.693 3.218 -4.602 -0.246 -2.233 0.090 -0.194
C 2.809 3.201 -5.529 -0.177 -0.212 -0.376 -0.034
C 1.629 4.267 -3.669 -0.179 1.282 0.611 -0.090
H -0.165 2.471 -4.007 0.453 -0.033 0.587 0.127
H 3.770 3.383 -5.048 -0.151 0.178 0.352 0.082
H 2.662 3.953 -6.305 0.102 0.021 -0.150 0.097
H 2.887 2.219 -5.996 -0.269 0.103 -0.055 0.092
H 0.870 4.203 -2.889 -0.008 -0.898 -0.190 0.043
H 2.585 4.370 -3.155 0.091 0.395 -0.086 0.080
H 1.328 5.167 -4.205 0.558 0.601 0.067 0.101
C 4.254 2.988 0.524 2.408 -1.161 -0.199 -0.251
O 3.052 3.156 0.285 -0.890 0.943 -0.034 -0.062
N 5.168 2.501 -0.334 0.179 0.803 0.654 -0.134
C 4.892 2.388 -1.759 -0.757 -0.656 0.351 -0.001
C 6.553 2.133 0.076 -0.043 0.377 0.447 -0.006
H 4.754 3.172 1.488 -0.690 0.021 0.193 0.154
H 4.645 1.339 -1.924 0.042 -0.032 -0.514 0.087
H 5.753 2.667 -2.367 -0.068 0.109 0.217 0.108
H 4.011 2.995 -1.966 0.147 -0.041 -0.250 0.074
H 6.905 1.287 -0.514 -0.283 0.062 -0.036 0.103
H 7.262 2.954 -0.027 -0.199 0.214 -0.537 0.095
H 6.657 1.863 1.127 -0.671 -0.235 0.018 0.080
C -2.221 4.358 0.199 -0.924 0.612 -1.455 -0.260
O -1.060 3.995 0.328 2.042 -0.417 0.931 -0.046
N -2.668 4.938 -0.916 0.958 -0.526 0.263 -0.138
C -1.895 4.967 -2.187 0.211 1.126 0.492 0.015
C -4.011 5.437 -0.951 -1.414 -0.870 -1.103 -0.041
H -3.037 4.196 0.920 0.518 0.069 0.318 0.153
H -0.846 4.686 -2.091 -0.449 -0.537 0.530 0.053
H -1.810 6.007 -2.499 -0.377 0.119 -0.154 0.100
H -2.361 4.405 -2.996 -0.207 -0.159 0.318 0.106
H -4.643 5.182 -0.101 0.867 0.432 0.617 0.068
H -4.081 6.489 -1.228 0.089 -0.099 0.130 0.111
H -4.530 4.806 -1.673 -0.181 0.482 -0.734 0.097
C -4.575 0.210 2.910 0.425 0.529 -0.705 -0.290
O -4.405 -0.752 2.177 -0.094 0.657 0.636 0.006
N -3.700 1.255 3.075 0.537 -2.331 -2.724 -0.197
C -3.859 2.261 4.003 -0.651 1.390 1.620 -0.104
C -2.389 1.226 2.402 0.233 -0.584 1.066 -0.018
H -5.506 0.434 3.454 -0.094 -0.427 0.148 0.138
H -4.833 2.252 4.492 -0.313 -0.049 -0.412 0.096
H -3.724 3.210 3.483 0.086 0.386 0.478 0.086
H -3.191 2.146 4.857 0.563 0.302 -0.059 0.098
H -1.696 0.895 3.176 0.427 -0.303 -0.115 0.095
H -2.321 0.526 1.568 -0.406 0.086 0.189 0.072
H -1.982 2.194 2.111 -0.660 0.265 -0.164 0.064
O -7.289 2.687 -1.527 2.231 0.829 2.661 0.066
C -6.543 2.967 -0.559 -3.351 -0.451 -2.677 -0.515
O -5.306 2.515 -0.433 0.263 0.533 0.130 -0.031
C -4.799 1.738 -1.500 0.633 -2.910 -0.401 -0.201
C -4.629 0.256 -1.021 0.741 1.030 0.461 -0.039
C -7.001 3.830 0.595 0.209 -0.991 -0.328 0.033
H -3.845 2.162 -1.813 0.034 0.092 0.109 0.109
H -5.443 1.610 -2.370 -0.309 0.999 0.250 0.119
H -4.236 -0.363 -1.827 -0.423 -0.066 -0.126 0.081
H -5.544 -0.118 -0.563 -0.174 -0.072 -0.513 0.090
H -3.897 0.161 -0.218 0.146 0.260 0.099 0.033
H -8.087 3.905 0.534 0.247 0.358 -0.024 0.098
H -6.478 4.785 0.555 -0.336 0.042 0.214 0.069
H -6.737 3.279 1.498 0.076 0.304 0.228 0.087
O 4.773 -1.419 -2.243 -1.589 -0.007 0.415 0.082
C 3.550 -1.449 -2.224 1.063 -0.419 0.040 -0.473
O 2.825 -2.209 -1.340 0.082 1.274 -1.710 -0.040
C 3.482 -2.844 -0.270 -0.373 -0.847 2.202 -0.222
C 3.719 -1.858 0.903 0.455 0.318 -1.669 -0.055
C 2.707 -0.627 -3.202 0.475 -0.839 -0.185 0.028
H 4.360 -3.433 -0.535 0.220 0.560 -0.390 0.131
H 2.790 -3.601 0.100 -0.346 -0.038 -0.334 0.107
H 2.947 -1.088 0.878 -0.360 -0.142 0.152 0.066
H 4.624 -1.324 0.612 0.306 0.052 0.772 0.067
H 3.756 -2.311 1.894 0.299 -0.059 -0.247 0.077
H 3.289 -0.451 -4.107 0.424 0.219 0.318 0.090
H 2.473 0.330 -2.734 -0.407 -0.059 -0.081 0.070
H 1.855 -1.170 -3.610 -0.402 0.172 0.714 0.076
O 5.521 0.039 3.195 -1.307 0.782 0.281 0.073
C 5.419 0.599 4.277 0.775 -2.286 -1.039 -0.576
O 4.342 0.688 5.039 -1.538 -0.146 0.294 0.018
C 3.075 0.189 4.528 -0.564 0.001 -1.005 -0.175
C 2.395 1.250 3.679 0.031 0.522 -0.030 -0.058
C 6.636 1.061 4.944 1.073 0.733 0.246 0.017
H 2.369 -0.096 5.308 0.778 0.148 0.643 0.127
H 3.208 -0.704 3.918 0.528 0.047 0.053 0.106
H 3.163 1.757 3.095 -0.115 0.002 -0.281 0.060
H 1.878 2.003 4.273 0.214 0.076 0.298 0.079
H 1.624 0.861 3.013 0.229 -0.328 -0.119 0.056
H 6.747 2.107 4.656 0.113 0.309 0.559 0.095
H 7.492 0.565 4.486 -0.167 -0.137 0.121 0.097
H 6.633 0.899 6.022 -0.076 0.361 -0.118 0.099
O -1.679 -2.921 3.397 2.800 -1.388 -2.231 0.063
C -0.661 -3.201 2.724 -1.339 0.425 2.177 -0.456
O -0.140 -4.429 2.466 -0.078 2.295 -1.408 -0.012
C -0.790 -5.595 2.830 -0.605 -0.454 3.529 -0.276
C -0.458 -6.729 1.977 0.280 -0.485 -2.810 -0.062
C 0.290 -2.194 2.146 -0.030 0.567 -0.579 0.029
H -1.859 -5.432 2.970 -0.059 0.065 -0.227 0.118
H -0.381 -5.763 3.826 -0.317 -0.412 0.432 0.133
H -1.034 -6.589 1.063 -0.441 -0.506 -0.205 0.067
H -0.610 -7.744 2.345 -0.188 0.370 0.358 0.096
H 0.540 -6.668 1.542 0.436 -0.023 0.606 0.082
H 1.346 -2.442 2.259 -0.183 -0.281 0.311 0.073
H 0.121 -1.172 2.484 -0.219 -0.189 0.174 0.075
H 0.137 -2.195 1.067 -0.083 0.038 -0.195 0.070
```
Positions in Å, forces in eV/Å.

**HOMO-LUMO gap**: 0.25482 hartree
**HOMO energy**: -10.57 eV
**Net charge**: +1
**Largest force on an atom**: 4.313 eV/A



No. 3
Formula: C22H27BN4O3PdS3
Source: the OMol25 dataset
Level of theory: ωB97M-V with the def2-TZVPD basis set

```
61
Properties=species:S:1:pos:R:3:forces:R:3:lowdin_charge:R:1
Pd 1.806 -1.970 -0.839 0.228 -0.428 0.027 0.481
C 4.714 -1.226 -1.235 -0.036 0.018 -0.047 -0.079
C 3.948 -2.291 -0.479 -0.188 0.193 0.032 -0.690
O 3.644 -3.387 -1.013 -0.059 -0.130 -0.012 -0.125
N 4.217 -2.240 0.937 0.032 0.057 -0.011 -0.002
C 3.214 -2.866 1.781 -0.011 -0.083 0.040 -0.187
C 2.081 -1.944 2.153 -0.070 0.046 -0.027 -0.276
C 1.428 -2.041 3.380 -0.023 0.044 -0.047 -0.055
C 0.369 -1.191 3.649 -0.019 0.050 -0.034 -0.105
C 0.008 -0.244 2.692 0.015 -0.071 0.060 -0.081
C 0.704 -0.211 1.498 0.019 -0.055 0.009 -0.126
N 1.707 -1.056 1.226 0.050 0.138 -0.033 0.043
H 4.569 -1.379 -2.302 -0.028 0.017 0.000 0.065
H 5.783 -1.304 -1.001 0.053 -0.024 -0.015 0.063
H 4.364 -0.221 -0.994 0.027 -0.005 0.030 0.036
H 4.323 -1.266 1.198 0.015 0.008 0.036 0.102
H 3.673 -3.251 2.699 0.004 -0.003 -0.024 0.101
H 2.810 -3.714 1.215 0.031 0.036 0.018 0.114
H 1.751 -2.784 4.101 -0.008 0.000 0.007 0.095
H -0.165 -1.257 4.590 0.003 0.009 -0.001 0.086
H -0.805 0.451 2.858 -0.005 -0.007 0.017 0.092
H 0.443 0.475 0.702 0.025 0.015 -0.018 0.102
S 2.963 6.320 -1.157 0.124 -0.009 -0.157 0.470
C 2.318 4.772 -1.351 0.298 0.030 0.144 -1.092
S 3.178 3.570 -2.255 -0.210 0.179 0.028 0.905
C 1.911 2.370 -1.958 -0.051 -0.300 0.086 -1.205
N 0.961 2.870 -1.209 -0.155 0.046 0.081 -0.026
N 1.197 4.201 -0.866 0.098 -0.012 -0.152 -0.149
C 0.205 4.775 -0.023 -0.034 0.005 0.011 -0.172
C 0.253 6.106 0.391 -0.025 -0.009 -0.013 -0.062
C -0.741 6.609 1.217 -0.062 -0.003 0.039 -0.108
C -1.790 5.812 1.643 -0.031 0.020 0.032 -0.126
C -1.835 4.488 1.228 -0.014 -0.018 0.007 -0.101
C -0.855 3.965 0.404 0.119 0.048 -0.054 -0.019
S 2.014 0.799 -2.558 0.028 0.231 -0.062 0.468
H 1.065 6.736 0.068 -0.088 -0.030 0.040 -0.013
H -0.681 7.646 1.527 -0.013 0.004 0.008 0.092
H -2.561 6.213 2.291 -0.004 0.001 0.000 0.086
H -2.644 3.841 1.547 -0.008 0.007 0.008 0.095
H -0.891 2.938 0.082 0.020 -0.056 -0.036 0.095
C -2.743 -0.993 -2.639 0.015 0.009 0.026 -0.021
C -2.526 -1.554 -1.232 -0.123 0.021 -0.007 -0.533
C -3.541 -0.943 -0.273 0.036 -0.012 -0.033 -0.023
O -1.218 -1.194 -0.817 0.004 0.020 0.031 -0.029
B -0.281 -2.228 -1.148 0.048 0.053 -0.007 -0.563
O -1.092 -3.345 -1.533 -0.012 -0.058 -0.031 -0.013
C -2.455 -3.100 -1.214 -0.087 -0.021 0.038 -0.534
C -2.722 -3.675 0.182 0.041 -0.001 -0.037 -0.029
C -3.347 -3.798 -2.232 0.021 0.030 0.032 -0.029
H -2.564 0.083 -2.610 0.008 0.014 0.000 0.089
H -3.756 -1.177 -3.009 -0.013 0.003 0.011 0.076
H -2.021 -1.427 -3.330 0.005 -0.011 -0.002 0.095
H -3.498 0.145 -0.353 0.004 0.006 -0.004 0.081
H -3.314 -1.215 0.757 0.004 0.009 0.001 0.074
H -4.560 -1.265 -0.510 -0.002 -0.016 -0.011 0.080
H -2.090 -3.174 0.917 -0.002 0.000 -0.001 0.089
H -2.454 -4.733 0.174 0.007 -0.006 0.003 0.084
H -3.770 -3.578 0.481 -0.010 -0.002 -0.021 0.075
H -3.071 -3.515 -3.246 0.006 0.004 -0.018 0.076
H -4.402 -3.551 -2.070 -0.013 0.012 0.011 0.079
H -3.231 -4.879 -2.137 0.014 -0.010 0.005 0.079
```
Positions in Å, forces in eV/Å.

**HOMO-LUMO gap**: 0.14602 hartree
**HOMO energy**: 0.33 eV
**Net charge**: -2
**Largest force on an atom**: 0.486 eV/A



No. 4
Formula: C2H3Br2N
Source: the OMol25 dataset
Level of theory: ωB97M-V with the def2-TZVPD basis set

```
8
Properties=species:S:1:pos:R:3:forces:R:3:lowdin_charge:R:1
C -1.006 1.056 -0.047 1.471 -0.882 0.350 -0.436
C -1.880 1.882 -0.027 -1.722 0.233 -0.522 -0.040
N 0.705 -1.558 -0.100 -2.857 1.452 -3.028 -0.322
Br 0.940 0.415 0.055 -1.394 -1.446 -0.296 0.751
Br 3.273 -0.416 0.051 1.205 0.077 0.227 -0.054
H -0.294 -1.846 -0.499 2.526 1.009 1.953 0.105
H -2.840 2.392 -0.170 1.117 -0.199 0.329 0.036
H 1.103 -1.925 0.737 -0.347 -0.243 0.988 -0.039
```
Positions in Å, forces in eV/Å.

**HOMO-LUMO gap**: 0.30064 hartree
**HOMO energy**: -9.54 eV
**Largest force on an atom**: 4.409 eV/A



Which of these has the highest HOMO energy? C22H27BN4O3PdS3